The following is a DFT calculation (the ωB97M-V functional and the def2-TZVPD basis) of an isolated molecule of C6H6S.

Energy: -630.23989 Eh
HOMO level: -8.58 eV
Energy above the lowest of the compared OMol25 structures with the same formula, charge and spin: 108.5 kcal/mol
SMILES string: C1=C[C@H]2S[C@@H]2C=C1
Maximum force: 4.4 eV/A

Geometry as ORCA input:
```
! RIJCOSX wB97M-V def2-TZVPD def2/J DEFGRID3
* xyz 0 1
S -2.623 -0.198 -0.055
C 1.280 -0.607 0.175
C 0.983 0.786 -0.082
C 0.301 -1.580 0.132
C -0.879 -0.688 -0.205
C -1.215 0.550 0.490
C -0.192 1.445 -0.089
H 2.394 -0.977 0.000
H 1.965 1.300 -0.442
H -0.145 2.499 -0.268
H 0.198 -2.763 -0.063
H -0.823 -0.364 -1.206
H -1.243 0.597 1.612
*
```

The following is a DFT calculation (the ωB97M-V functional and the def2-TZVPD basis) of an isolated molecule of C6H6S.

Energy: -630.30470 Eh
HOMO level: -8.65 eV
Energy above the lowest of the compared OMol25 structures with the same formula, charge and spin: 67.9 kcal/mol
SMILES string: C#C/C(C)=C/C=S
Maximum force: 1.4 eV/A

Geometry as ORCA input:
```
! RIJCOSX wB97M-V def2-TZVPD def2/J DEFGRID3
* xyz 0 1
S -1.578 1.879 -0.190
C -0.231 1.418 -0.959
C 2.290 -2.640 0.351
C 0.624 0.268 -0.714
C -0.693 -0.926 1.129
C 0.462 -0.730 0.180
C 1.481 -1.739 0.292
H 1.483 0.250 -1.348
H -0.584 -1.885 1.664
H 2.961 -3.459 0.357
H -0.679 -0.125 1.854
H -1.655 -0.846 0.608
H 0.115 2.089 -1.768
*
```

The following is a DFT calculation (the ωB97M-V functional and the def2-TZVPD basis) of an isolated molecule of C6H6S.

Energy: -630.18406 Eh
HOMO level (alpha / beta): -8.22 / -6.84 eV
Energy above the lowest of the compared OMol25 structures with the same formula, charge and spin: 143.5 kcal/mol
Maximum force: 3.7 eV/A

Geometry as ORCA input:
```
! RIJCOSX wB97M-V def2-TZVPD def2/J DEFGRID3
* xyz 0 1
S 3.710 -0.377 0.024
C -0.021 -1.207 0.549
C 0.137 1.244 -0.293
C 0.200 -1.294 -0.854
C -0.394 -0.006 -0.377
C 1.502 1.479 -0.050
C 2.386 0.498 0.027
H 0.819 -0.904 1.200
H -0.834 -1.804 0.862
H 1.876 2.404 0.287
H -0.529 2.115 -0.359
H -1.376 -0.010 -0.737
H -0.474 -1.929 -1.243
*
```

The following is a DFT calculation (the ωB97M-V functional and the def2-TZVPD basis) of an isolated molecule of C6H6Si.

Energy: -521.52628 Eh
HOMO level: -10.17 eV
Energy above the lowest of the compared OMol25 structures with the same formula, charge and spin: 21.4 kcal/mol
SMILES string: C#C[SiH](C#C)C=C
Maximum force: 4.6 eV/A

Geometry as ORCA input:
```
! RIJCOSX wB97M-V def2-TZVPD def2/J DEFGRID3
* xyz 0 1
Si 0.230 -0.449 -0.254
C 0.691 0.505 -1.800
C 1.275 0.872 -2.791
C 2.507 -0.354 1.824
C 1.698 -0.381 0.933
C -1.418 0.384 0.354
C -2.342 -0.310 0.918
H -3.302 0.256 1.187
H -2.466 -1.327 1.005
H 1.793 1.463 -3.635
H -0.185 -2.125 -0.372
H 3.285 0.113 2.465
H -1.767 1.351 0.167
*
```

What is the formula in the third record? C6H6S

What did the fourth record say?
The following is a DFT calculation (the ωB97M-V functional and the def2-TZVPD basis) of an isolated molecule of C6H6Si.

Energy: -521.52628 Eh
HOMO level: -10.17 eV
Energy above the lowest of the compared OMol25 structures with the same formula, charge and spin: 21.4 kcal/mol
SMILES string: C#C[SiH](C#C)C=C
Maximum force: 4.6 eV/A

Geometry as ORCA input:
```
! RIJCOSX wB97M-V def2-TZVPD def2/J DEFGRID3
* xyz 0 1
Si 0.230 -0.449 -0.254
C 0.691 0.505 -1.800
C 1.275 0.872 -2.791
C 2.507 -0.354 1.824
C 1.698 -0.381 0.933
C -1.418 0.384 0.354
C -2.342 -0.310 0.918
H -3.302 0.256 1.187
H -2.466 -1.327 1.005
H 1.793 1.463 -3.635
H -0.185 -2.125 -0.372
H 3.285 0.113 2.465
H -1.767 1.351 0.167
*
```

energy of number 1 (C6H6S)? -630.23989 Eh